ORCA calculation (wB97M-V/def2-TZVPD) on a cluster of 9 separate species, C21H58N2O23S6 in total in a non-equilibrium geometry.

Properties
strongest force on any atom: 0.0753 hartree/bohr
spin multiplicity: 1
frontier orbital gap: 9.91 eV
lowest unoccupied orbital energy: -0.39 eV
highest occupied orbital energy: -10.31 eV
SMILES: CCOS(C)(=O)=O.CCOS(C)(=O)=O.CCOS(C)(=O)=O.CCOS(C)(=O)=O.CCOS(C)(=O)=O.CCOS(C)(=O)=O.C[N+](=O)[O-].C[N+](=O)[O-].CO

```
110
Properties=species:S:1:pos:R:3:forces:R:3
C 3.7414 2.3383 4.5506 -1.6 -0.3 0.5
C 3.0170 0.9974 5.0494 2.8 1.5 -0.4
O 2.2167 0.5869 3.9825 -2.9 -1.2 -1.1
S 0.8863 -0.3059 4.3635 0.7 0.0 -0.7
C -0.1949 1.0442 5.1017 0.9 -1.2 -1.4
O 0.3479 -0.8514 3.1150 0.6 1.5 1.9
O 1.2999 -1.2599 5.3711 -0.7 0.8 -0.4
H 3.0344 2.9044 3.9442 -0.4 -0.1 0.0
H 4.5854 2.2344 3.8688 0.2 -0.6 0.5
H 3.9414 3.0119 5.3839 0.5 -0.3 0.1
H 3.7907 0.2364 5.1515 -0.1 0.0 0.5
H 2.4702 1.0985 5.9869 0.1 0.2 -0.1
H -0.3264 1.7813 4.3095 0.0 -0.1 -0.1
H 0.3723 1.4897 5.9189 -0.4 -0.3 0.2
H -1.1450 0.5559 5.3182 0.2 0.2 0.4
C -5.4973 0.6426 2.1289 -0.3 0.6 -0.5
C -5.1211 0.2001 0.7113 0.1 -2.0 0.3
O -5.8505 0.8754 -0.3031 -0.3 -0.1 -1.8
S -5.9758 0.1604 -1.8150 -1.1 1.4 -1.3
C -7.5116 -0.8639 -1.6035 0.7 -0.2 0.1
O -6.3857 1.2804 -2.6946 1.3 -2.5 2.1
O -4.8167 -0.6855 -2.1344 -2.0 1.5 1.1
H -4.8803 0.1729 2.8949 0.3 0.1 -0.3
H -6.5228 0.4029 2.4098 -0.1 -0.3 -0.4
H -5.4582 1.7287 2.2121 0.4 0.1 0.1
H -4.0557 0.1809 0.4820 0.1 0.8 0.2
H -5.3500 -0.8600 0.6019 -0.2 -0.3 0.3
H -8.3018 -0.2643 -1.1517 0.4 0.1 0.2
H -7.2857 -1.7718 -1.0443 0.2 0.3 0.5
H -7.9057 -1.2621 -2.5384 0.5 0.6 -0.4
C 0.7577 3.1613 -3.6964 0.9 -0.6 -0.7
C 1.2029 1.8859 -4.5223 0.4 2.1 1.5
O 0.0314 1.5895 -5.2931 0.3 -1.6 -1.4
S 0.2609 0.8907 -6.7561 -0.6 0.5 -0.8
C 0.5587 2.4197 -7.7758 0.7 -0.6 0.6
O 1.4687 0.0531 -6.7448 -2.1 1.5 0.0
O -1.0382 0.3821 -7.1937 2.1 0.4 1.1
H 0.7208 4.0705 -4.2965 -0.3 -0.2 -0.4
H 1.4693 3.4241 -2.9137 0.0 -0.5 0.2
H -0.2202 2.9447 -3.2665 0.1 0.1 0.0
H 2.0823 2.0194 -5.1523 -0.2 0.5 -0.3
H 1.5590 1.1585 -3.7928 -0.9 -0.7 -0.2
H 1.3912 2.9424 -7.3048 0.0 0.0 0.1
H -0.2865 3.1050 -7.8396 -0.2 -0.5 0.3
H 0.8786 2.1353 -8.7782 -0.1 -0.3 0.1
C 3.7703 -2.7005 3.3317 0.3 -0.3 1.0
C 2.9988 -2.3783 2.0958 0.2 2.0 1.2
O 3.5161 -3.1577 1.0720 -1.3 -2.0 -3.1
S 2.4986 -3.5166 -0.2418 0.0 1.1 1.3
C 1.6257 -4.9258 0.4668 0.4 1.2 0.2
O 1.6217 -2.3631 -0.4483 1.1 -1.7 0.4
O 3.3241 -4.0100 -1.2994 -0.1 0.4 0.5
H 4.8096 -2.8296 3.0296 0.1 0.1 0.4
H 3.4354 -3.5650 3.9048 0.0 -0.5 -0.5
H 3.6446 -1.9165 4.0784 0.3 0.4 -0.2
H 1.9351 -2.3654 2.3334 -0.2 -0.6 -0.8
H 3.2799 -1.3540 1.8512 -0.4 0.3 -0.1
H 0.9040 -5.2128 -0.2980 0.0 -0.4 0.2
H 1.1597 -4.5846 1.3911 -0.3 0.1 -0.2
H 2.3930 -5.6390 0.7680 -0.1 -0.2 -0.6
C 4.4388 5.9751 1.9332 -0.5 -0.2 -1.3
C 4.6324 4.4849 1.6469 2.0 -0.2 1.4
O 3.8373 4.1121 0.5352 -0.5 -0.6 -0.9
S 3.6286 2.5210 0.1884 -0.7 0.1 1.2
C 1.9658 2.4507 0.9282 -0.1 -0.6 -1.4
O 3.6092 2.3498 -1.2538 0.0 0.6 2.1
O 4.4990 1.7182 1.0298 -0.3 0.9 -0.9
H 4.9424 6.5470 2.7126 0.5 -1.0 0.3
H 3.3751 6.0771 2.1481 -0.1 0.4 -0.3
H 4.7233 6.4527 0.9956 -0.5 0.5 0.0
H 5.6372 4.1679 1.3677 0.4 0.6 0.2
H 4.4772 3.9326 2.5738 -0.8 -0.4 -0.3
H 1.3366 2.8397 0.1276 -0.2 -0.1 0.1
H 1.7540 3.0202 1.8331 0.9 0.0 -0.1
H 1.7245 1.4007 1.0932 0.0 0.0 -0.1
C 1.2734 -2.2769 -4.2922 -0.2 -0.5 -0.4
C -0.1709 -2.8068 -4.4984 2.2 0.7 -0.9
O -0.3209 -3.5117 -3.2862 -2.9 -1.7 1.9
S -1.7818 -4.3403 -3.0394 0.9 0.2 -2.1
C -2.8751 -2.8874 -2.7470 0.1 -1.8 0.6
O -2.0990 -4.9871 -4.3378 0.4 1.2 2.8
O -1.6583 -5.1381 -1.8171 0.0 1.5 -1.9
H 1.3744 -1.7525 -3.3420 -0.2 0.1 0.0
H 1.6678 -1.6629 -5.1019 -0.3 0.0 0.0
H 1.8786 -3.1809 -4.2242 0.3 0.1 0.1
H -0.8445 -1.9788 -4.7192 -0.5 -0.1 0.6
H -0.1794 -3.5143 -5.3276 -0.2 0.1 -0.1
H -2.6854 -2.6594 -1.6981 0.3 0.6 -0.3
H -3.8835 -3.3009 -2.7299 0.0 0.0 -0.4
H -2.7532 -2.0882 -3.4782 0.2 -0.3 0.3
C -1.0054 -0.4352 -0.2711 0.0 -0.7 0.8
N -0.6011 0.0999 -1.5827 1.3 1.8 -0.3
O -1.2324 -0.2386 -2.5694 0.7 0.4 0.8
O 0.3916 0.8793 -1.5805 -2.1 -1.7 -0.2
H -0.7242 -1.4873 -0.3172 0.0 0.0 0.1
H -2.0749 -0.3767 -0.0689 0.0 0.1 -0.7
H -0.4759 0.0500 0.5489 0.2 0.0 -0.4
C -1.6505 -3.1507 3.9927 -0.2 0.2 0.9
N -1.8848 -2.8712 2.5616 -1.5 -1.0 0.0
O -2.4458 -1.8364 2.2584 0.5 0.6 0.0
O -1.7814 -3.8250 1.8247 0.8 0.1 -0.5
H -0.5972 -3.2052 4.2678 -0.1 0.2 -0.3
H -2.1281 -4.1123 4.1805 0.1 0.1 -0.1
H -2.1880 -2.3723 4.5343 0.4 -0.1 0.1
C -2.2119 1.9516 2.1597 -0.6 0.4 -0.5
O -0.9985 2.6163 1.8338 0.2 -0.3 0.5
H -2.9052 2.0290 1.3222 0.0 -0.1 -0.2
H -2.0455 0.8931 2.3598 0.3 0.1 0.1
H -2.7523 2.4219 2.9813 0.2 -0.1 0.4
H -1.0836 3.5446 2.0632 -0.1 0.1 -0.1
```
Positions in Å, forces in eV/Å.

Atomic partial charges in e from the Mulliken method, atoms 1 to 6: -1.037, -0.457, -0.128, 0.778, -1.015, -0.187

---

ORCA calculation (wB97M-V/def2-TZVPD) on a cluster of 8 separate species, C21H59ClN3O11 in total in a non-equilibrium geometry.

Properties
strongest force on any atom: 0.0554 hartree/bohr
spin multiplicity: 1
frontier orbital gap: 9.29 eV
lowest unoccupied orbital energy: 2.51 eV
highest occupied orbital energy: -6.78 eV
total charge: -1

```
95
Properties=species:S:1:pos:R:3:forces:R:3
Cl 0.3428 -0.1244 -0.5598 -0.3 0.8 0.0
O 1.5278 0.5168 0.0007 -0.7 -0.4 -0.2
O 0.4159 -1.5484 -0.3852 0.4 -0.6 -0.1
O -0.8589 0.3257 0.0827 -0.4 0.5 1.2
O 0.1876 0.2358 -1.9444 1.0 -0.3 -0.5
C 3.8617 0.4894 -4.3923 -0.4 -0.4 -0.3
C 4.1076 1.3900 -3.2117 0.8 1.9 -0.2
C 3.1254 2.5919 -3.2188 -0.3 0.0 -0.4
O 3.4077 3.3341 -4.4215 0.1 -0.6 0.8
C 2.7014 4.5330 -4.5566 -0.4 -0.1 0.7
N 4.0590 0.5933 -2.0218 -1.1 -0.2 1.3
H 2.9030 -0.0514 -4.1974 0.7 0.1 -0.2
H 4.6921 -0.2256 -4.5378 -0.5 0.2 0.1
H 3.7211 1.0760 -5.3003 0.1 -0.1 0.0
H 5.1089 1.9060 -3.2607 -0.7 -0.7 -0.2
H 3.2807 3.2307 -2.3275 0.1 -0.2 -0.3
H 2.0462 2.2880 -3.1977 0.7 -0.1 -0.1
H 2.8396 5.1875 -3.6597 -0.2 -0.3 -0.6
H 1.6127 4.3446 -4.7194 0.6 0.3 0.1
H 3.1481 4.9918 -5.4221 -0.1 0.5 -0.3
H 4.2743 1.1167 -1.1662 0.1 0.0 -0.5
H 3.0561 0.3961 -1.8884 0.5 -0.4 0.2
C -4.1171 -1.4615 1.2517 0.8 -1.1 -0.9
C -3.5987 -2.8335 0.7026 0.2 1.5 -0.8
C -4.7174 -3.7674 0.3537 -1.3 0.5 1.6
O -5.7013 -3.1808 -0.4624 -0.1 0.6 -0.5
C -6.8945 -3.9368 -0.5839 0.9 0.6 1.0
N -2.7645 -2.6645 -0.4917 0.3 1.7 -0.6
H -4.8662 -1.1034 0.5360 0.1 0.0 0.3
H -3.2718 -0.7573 1.2801 -0.3 -0.2 0.3
H -4.5561 -1.6497 2.2160 -0.3 0.4 0.5
H -2.9092 -3.3364 1.3674 -0.3 -0.2 0.8
H -5.1985 -4.1201 1.2929 0.2 -0.1 -0.3
H -4.2683 -4.5466 -0.1753 0.6 -1.8 -0.7
H -7.4157 -3.5725 -1.4478 -0.3 0.1 -0.4
H -7.4945 -3.7574 0.3227 -0.1 -0.3 -0.2
H -6.6613 -4.9907 -0.6883 -0.1 -0.4 -0.1
H -1.8840 -2.2332 -0.1859 -0.1 -0.4 -0.1
H -3.1455 -1.8584 -1.0255 0.0 -0.9 0.0
C -2.6662 2.8667 2.4137 0.8 -0.2 -0.4
C -1.3350 3.5414 2.0172 -0.4 1.5 0.8
C -0.0389 3.0217 2.6041 1.2 -0.9 -1.0
O 0.9921 4.0177 2.2857 -1.2 -0.3 0.2
C 2.2223 3.7600 2.8817 0.5 0.0 0.4
N -1.3105 3.6950 0.5655 0.7 0.5 0.1
H -3.3734 3.4065 1.8058 -0.6 0.2 0.0
H -2.9494 2.9136 3.4720 0.3 0.0 -0.2
H -2.7036 1.8302 2.0511 0.1 0.1 0.2
H -1.3352 4.6045 2.3991 -0.4 -0.8 -0.2
H 0.2249 2.0573 2.0361 -0.2 1.1 1.1
H -0.0656 2.9065 3.7060 -0.1 -0.3 -0.5
H 2.1740 3.6717 3.9781 -0.2 0.0 -0.1
H 2.9227 4.5668 2.6617 -0.2 0.2 -0.1
H 2.6837 2.8638 2.4932 0.1 -0.6 -0.2
H -0.4400 4.2089 0.3856 -0.4 -0.4 -0.3
H -1.2471 2.7993 0.0922 0.1 -0.2 0.1
C 2.2778 -3.7396 -2.2690 -1.2 -2.5 -0.8
C 1.5053 -2.7648 -3.0799 0.8 2.1 -0.8
O 0.1833 -3.2014 -3.2832 0.2 -0.2 -0.5
H 2.2477 -4.7130 -2.8163 -0.2 0.4 0.4
H 1.7400 -3.9104 -1.3425 0.2 0.0 0.5
H 3.3097 -3.6070 -2.1388 1.4 1.0 0.4
H 1.9892 -2.5710 -4.0734 -0.5 -0.3 0.7
H 1.4669 -1.7866 -2.5564 0.2 -0.4 -0.4
H -0.1794 -3.1149 -2.4089 -0.9 0.0 0.6
C -4.0628 1.0862 -1.8046 -0.5 -0.1 -2.3
C -2.7638 0.7218 -2.5181 0.5 -1.4 1.0
O -2.6867 1.2698 -3.8144 -0.8 0.4 0.0
H -4.2188 2.1693 -1.9322 0.2 -0.2 0.7
H -4.0294 0.7086 -0.8078 0.0 0.2 0.9
H -4.9408 0.6456 -2.3124 0.3 -0.1 0.2
H -2.5518 -0.3977 -2.6195 -0.7 1.1 0.4
H -1.9647 1.0696 -1.8496 -0.1 0.1 -0.6
H -1.7612 1.3517 -3.9890 0.9 0.1 -0.4
C 4.3410 -1.1616 1.9289 0.0 -0.6 -0.4
C 3.3222 -2.0445 1.1656 0.3 0.5 1.0
O 3.7499 -3.4075 1.1169 -0.1 -0.1 -0.3
H 4.6179 -1.5453 2.9331 -0.1 -0.1 -0.7
H 3.8462 -0.2063 2.0947 0.1 0.2 -0.1
H 5.2347 -1.0078 1.2830 -0.4 -0.1 0.7
H 3.2738 -1.6354 0.1578 -0.4 0.0 0.0
H 2.3409 -1.9691 1.6907 0.5 -0.1 -0.6
H 3.3256 -3.8032 0.3382 0.2 0.2 0.4
C 0.0818 -0.6678 3.3986 -1.7 0.4 -0.6
C 0.2724 -0.5608 4.8874 -0.4 -0.3 0.8
C 1.7098 -0.6057 5.3417 0.7 -0.3 -0.4
O -0.2619 0.6784 5.4377 1.1 -0.4 -0.3
H -1.0363 -0.6971 3.2589 1.0 0.2 -0.3
H 0.4479 -1.5835 2.9639 0.2 -0.6 0.2
H 0.5030 0.1206 2.7669 -0.1 0.1 0.5
H -0.2961 -1.4255 5.3211 0.5 0.6 0.0
H 2.2121 -1.5297 5.0454 -0.4 -0.3 0.0
H 1.8180 -0.5200 6.4269 0.0 0.3 -0.2
H 2.2941 0.1351 4.7838 -0.2 0.4 0.5
H -1.2081 0.6616 5.4694 -0.8 -0.2 -0.2
```
Positions in Å, forces in eV/Å.

Atomic partial charges in e from the Mulliken method, atoms 1 to 6: 1.237, -0.410, -0.596, -0.495, -0.708, -1.127

---

Question: Which value of spin multiplicity does entry 2 give?
Answer: 1

---

Question: Which of these has the highest lowest unoccupied orbital energy?
Answer: C21H59ClN3O11